Molecular formula: C2H7N4
Method: DFT, ωB97M-V/def2-TZVPD

Geometry as XYZ:
```
13
Properties=species:S:1:pos:R:3:forces:R:3:nbo_charge:R:1
N 1.114 -0.324 1.010 -0.1 -0.1 0.9 -0.843
C -0.006 -0.548 -0.347 0.3 1.2 0.6 0.140
C -1.323 0.053 0.204 -0.6 -2.1 0.2 -0.330
N -1.384 1.310 -0.419 0.4 2.4 -1.1 -0.077
N -0.580 1.627 -1.244 0.4 -1.9 0.7 0.177
N 0.437 0.257 -1.302 0.1 1.4 -1.2 -0.621
H 2.044 -0.713 0.713 -1.1 0.1 1.0 0.439
H 0.794 -0.493 2.050 1.3 0.2 -2.6 0.448
H 1.184 0.671 0.783 0.3 0.0 0.9 0.423
H 0.103 -1.556 -0.561 -0.2 -2.0 0.2 0.239
H -2.218 -0.512 -0.229 1.1 0.5 1.0 0.294
H -1.374 0.143 1.339 -0.2 -0.2 -1.6 0.264
H 1.209 0.085 -1.997 -1.5 0.3 1.0 0.447
```
Forces are in eV/Å.

Values from the calculation:
Charge ... +1
Maximum force ... 0.0562 Eh/bohr
SMILES ... [NH3+][C@H]1CN=NN1
Calculated total energy ... -8138.19059 eV
Frontier orbital gap ... 11.2 eV
Multiplicity ... 1
ΔE to the lowest compared entry with this formula, charge and spin ... 391.3 kJ/mol